DFT (ωB97M-V/def2-TZVPD) results for a cluster of 8 separate species, C63H95N9O4S in total.

```
! RIJCOSX wB97M-V def2-TZVPD def2/J DEFGRID3
* xyz 0 1
C -7.83555 -5.98147 -2.13618
C -6.62711 -6.73418 -2.88797
C -5.45258 -7.13812 -1.90099
N -4.12257 -6.70602 -2.42353
C -3.62216 -5.59899 -1.58786
C -4.46654 -4.36995 -1.49058
C -4.01208 -3.23952 -0.66612
O -4.85794 -2.10031 -0.57736
C -5.40623 -2.08371 0.70781
O -5.42688 -1.01428 1.29569
C -6.03396 -3.30897 1.42295
C -7.51320 -3.24438 1.66280
C -8.16390 -4.37074 2.36341
C -7.43732 -5.56818 2.86643
C -5.96969 -5.62613 2.62356
C -5.30596 -4.49550 1.90539
C -2.71453 -3.24899 0.05896
C -1.89691 -4.49487 -0.10241
C -2.32071 -5.66916 -0.89498
S -0.27799 -4.44483 0.76921
C 0.21616 -2.69887 0.44208
C 1.60656 -2.33611 0.10956
C 2.65894 -3.49296 0.05828
C 2.96705 -4.14864 1.46014
C 3.35954 -3.12169 2.60018
C 4.19270 -3.96263 3.68633
C 2.11637 -2.52636 3.37601
C 1.93384 -0.90235 -0.18443
C 3.40539 -0.54808 -0.57360
O 3.88532 -1.24465 -1.74393
C 2.89512 -1.27229 -2.77990
C 0.82681 0.10389 -0.11284
C 1.16423 1.61348 -0.43860
O 2.22612 2.12282 0.37058
C 3.03582 3.08212 -0.31785
C -0.58131 -0.28695 0.22287
C -1.74147 0.78312 0.27277
C -1.87477 1.46905 1.71213
C -3.38098 1.82944 2.06589
C -1.25969 0.61410 2.88150
C -0.91215 -1.71566 0.52082
N -2.24185 -2.15681 0.87111
H -8.77216 -6.55960 -2.38105
H -7.89334 -4.94138 -2.54225
H -7.72919 -6.02283 -1.01786
H -7.04167 -7.67417 -3.34518
H -6.31248 -6.07486 -3.73908
H -5.70224 -6.68091 -0.90079
H -5.38932 -8.24949 -1.71674
H -4.21613 -6.26889 -3.34731
H -5.43327 -4.35927 -2.06085
H -8.06961 -2.34354 1.30031
H -9.26647 -4.28816 2.53635
H -7.98925 -6.37979 3.40850
H -5.35377 -6.48602 2.98579
H -4.19987 -4.57832 1.78109
H -1.64090 -6.55400 -0.93077
H 2.18752 -4.30518 -0.57861
H 3.61460 -3.22093 -0.45411
H 2.16254 -4.82497 1.85356
H 3.87497 -4.80940 1.30658
H 4.05159 -2.35032 2.16624
H 4.81288 -3.22494 4.25748
H 4.86607 -4.70879 3.18486
H 3.49307 -4.54346 4.34329
H 2.38559 -2.35572 4.45995
H 1.32117 -3.33233 3.39609
H 1.71920 -1.56963 2.94788
H 4.04744 -0.76124 0.33133
H 3.56108 0.54969 -0.79072
H 3.45843 -1.41715 -3.74581
H 2.30523 -0.32319 -2.89015
H 2.18974 -2.14736 -2.71136
H 0.26939 2.28434 -0.25804
H 1.35630 1.65151 -1.54615
H 2.88262 3.11888 -1.42900
H 4.11279 2.77378 -0.15213
H 2.92574 4.13587 0.06737
H -1.57957 1.60087 -0.48913
H -2.74481 0.33798 0.02692
H -1.32773 2.46135 1.72807
H -3.94715 2.22621 1.16855
H -3.44373 2.57968 2.90733
H -3.95851 0.92346 2.41129
H -1.74612 -0.39594 3.01051
H -0.15296 0.43451 2.79327
H -1.41292 1.17362 3.86453
H -2.93231 -1.40418 0.82703
C 4.84185 -2.80165 -7.44055
C 3.55254 -2.96726 -8.23488
C 2.54761 -1.84113 -7.98028
C 2.16793 -1.81017 -6.54009
N 1.87243 -1.78760 -5.42150
H 4.65892 -2.83401 -6.36349
H 5.53711 -3.60853 -7.67549
H 5.32875 -1.85309 -7.67904
H 3.10031 -3.93041 -7.98176
H 3.79301 -2.99545 -9.30025
H 1.64861 -1.99575 -8.57984
H 2.97645 -0.87516 -8.25582
C 8.77469 -3.79032 -7.69324
C 9.32722 -3.96412 -9.10367
C 9.04670 -2.75987 -10.00661
C 7.57747 -2.54990 -10.14258
N 6.43677 -2.38828 -10.24877
H 7.68750 -3.69570 -7.69633
H 9.02278 -4.65759 -7.07874
H 9.19561 -2.90269 -7.21377
H 8.89521 -4.86590 -9.54600
H 10.40729 -4.12065 -9.04585
H 9.47249 -2.92559 -10.99796
H 9.49759 -1.85604 -9.59110
C -7.15463 1.86035 1.89999
C -8.45408 1.76353 1.10862
C -9.41531 2.92075 1.39404
C -9.78827 2.93256 2.83635
N -10.07882 2.93949 3.95597
H -7.33402 1.80995 2.97628
H -6.49173 1.03254 1.64275
H -6.63179 2.79571 1.68172
H -8.94178 0.81259 1.34176
H -8.22000 1.75114 0.04082
H -10.32211 2.81390 0.79544
H -8.95172 3.87611 1.13874
C 2.67219 7.02113 2.29753
C 3.66482 8.11987 1.92771
C 4.30644 7.90695 0.55380
C 5.06043 6.62248 0.53270
N 5.65007 5.62666 0.52107
H 3.15568 6.04654 2.36980
H 2.22180 7.22931 3.26282
H 1.86983 6.95368 1.55368
H 4.44288 8.16923 2.69536
H 3.14664 9.08411 1.93194
H 4.99557 8.72367 0.32820
H 3.54153 7.88358 -0.22672
C 1.45137 12.34515 -1.66588
C 1.61700 10.83004 -1.71358
C 1.10809 10.13471 -0.44797
C 1.86654 10.61594 0.73972
N 2.45826 10.98903 1.66171
H 2.03346 12.78791 -0.85492
H 1.79953 12.79452 -2.59763
H 0.40274 12.62064 -1.52678
H 2.67371 10.59295 -1.86606
H 1.07254 10.43920 -2.57680
H 1.23536 9.05337 -0.53484
H 0.04586 10.33920 -0.29791
C 5.64372 3.67308 3.37618
C 5.70849 3.73820 4.89840
C 4.32858 3.65934 5.55606
C 3.48214 4.80073 5.10924
N 2.82342 5.68650 4.76143
H 5.09163 4.51741 2.95997
H 6.64816 3.70336 2.95098
H 5.16156 2.74962 3.04356
H 6.20637 4.66605 5.19372
H 6.32450 2.91271 5.26480
H 4.42593 3.69596 6.64280
H 3.83115 2.72345 5.29193
C -1.85738 -1.77865 6.74219
C -3.12806 -1.29700 7.43505
C -4.12213 -0.64743 6.46929
C -3.50199 0.54198 5.82318
N -3.02060 1.46457 5.31831
H -1.30530 -0.94999 6.29316
H -1.19173 -2.25972 7.46144
H -2.08936 -2.50284 5.95670
H -2.85702 -0.58591 8.22027
H -3.61123 -2.14665 7.92430
H -5.01853 -0.33152 7.00619
H -4.42372 -1.35637 5.69464
*
```

Output
Kohn-Sham gap: 0.2861 Eh
LUMO: 0.007 hartree
SMILES: CCCNc1cc(OC(=O)c2ccccc2)c2c(c1)Sc1c(CCC(C)C)c(COC)c(COC)c(CC(C)C)c1N2.CCCC#N.CCCC#N.CCCC#N.CCCC#N.CCCC#N.CCCC#N.CCCC#N

These are the Löwdin partial charges, in e, on atoms 1 to 2: atom 1 (C): -0.1137, atom 2 (C): -0.2259